1.
The following is a DFT calculation (the ωB97M-V functional and the def2-TZVPD basis) of a cluster of 4 separate species, CH9O3S in total.

spin multiplicity: 1
energy: -18162.150 eV
E_HOMO: -0.117 Eh
molecular weight: 101.15 Da
total charge: -1
gap between HOMO and LUMO: 6.02 eV
lowest unoccupied orbital energy: 2.838 eV

CARTESIAN COORDINATES (ANGSTROEM)
C: 3.03870 -0.75248 0.40408
S: 1.78041 -1.63068 1.41420
H: 3.86994 -1.42530 0.17472
H: 3.47638 0.07705 0.96258
H: 2.58834 -0.42235 -0.53043
H: 1.08431 1.59916 1.56566
H: 0.55559 0.33028 1.05935
O: 0.36098 1.29091 0.99383
H: 0.44652 -2.85716 0.06058
H: -0.31889 -2.49137 -1.20128
O: -0.26221 -3.19713 -0.55009
H: -4.79062 3.29636 -1.65573
H: -6.11113 2.66503 -1.22665
O: -5.71831 3.51768 -1.47083

Mulliken population analysis, charges in e, atoms 1 to 5:
1 C -0.7660
2 S -0.7267
3 H 0.2621
4 H 0.2077
5 H 0.2269



2.
The following is a DFT calculation (the ωB97M-V functional and the def2-TZVPD basis) of a cluster of 4 separate species, CH9O3S in total at a distorted geometry.

spin multiplicity: 1
energy: -18162.390 eV
E_HOMO: -0.120 Eh
molecular weight: 101.15 Da
total charge: -1
gap between HOMO and LUMO: 7.28 eV
lowest unoccupied orbital energy: 4.013 eV

CARTESIAN COORDINATES (ANGSTROEM)
C: 1.63218 0.03817 0.23460
S: 0.23555 1.07881 -0.33761
H: 2.55340 0.11047 -0.34064
H: 1.25862 -0.97901 0.11611
H: 1.84020 0.12976 1.30187
H: -1.14769 1.34761 2.85127
H: -0.39786 2.02881 1.80916
O: -0.52334 2.06791 2.78395
H: 0.29454 -0.54651 -2.23841
H: 0.39391 -1.93845 -1.55366
O: 0.20924 -1.50748 -2.39788
H: -1.73952 -0.97315 -1.34777
H: -2.21618 -0.00604 -0.22443
O: -2.39303 -0.85090 -0.65657

Mulliken population analysis, charges in e, atoms 1 to 5:
1 C -0.6920
2 S -0.7823
3 H 0.2455
4 H 0.0918
5 H 0.2855



3.
The following is a DFT calculation (the ωB97M-V functional and the def2-TZVPD basis) of a structure of composition CHAgCl3F at a distorted geometry.

spin multiplicity: 2
energy: -45322.567 eV
<S²>: 0.75
E_HOMO (spin up / spin down): -0.555 / -0.551 Eh
molecular weight: 246.24 Da
total charge: +1
gap between HOMO and LUMO (spin up / spin down): 8.37 / 5.13 eV
lowest unoccupied orbital energy (spin up / spin down): -6.726 / -9.872 eV

CARTESIAN COORDINATES (ANGSTROEM)
Ag: 1.01291 -1.85397 -1.31887
F: 1.34636 -1.04873 0.01484
C: -0.39447 0.56881 0.16600
Cl: -0.98265 2.13018 -0.37768
Cl: -1.68316 -0.67552 0.21543
Cl: 0.29657 0.71477 1.75585
H: 0.40442 0.16443 -0.45557

Mulliken population analysis, charges in e, atoms 1 to 5:
1 Ag 1.2686
2 F -0.6231
3 C 0.3507
4 Cl -0.0665
5 Cl -0.1014



Q: The highest spin multiplicity belongs to which entry?
A: CHAgCl3F